1.
ORCA calculation (ωB97M-V with the def2-TZVPD basis set) on a 3-piece molecular cluster, C30H50BrClF3N5O8 overall.

Computed properties:
Kohn-Sham gap ... 9.510 eV
SMILES string ... CN[C@](COC)(C[C@H](O)C(F)(F)F)[C@@](CC(=O)Br)(Cc1ccccc1)O[C@@H](CCCCl)CCCCCOC(C)=O.NC(N)=O.NC(N)=O
HOMO energy ... -9.2 eV

Each line ends with the Mulliken charge.
CARTESIAN COORDINATES (ANGSTROEM)
C  -2.691  3.059  -0.003  -1.05
N  -1.836  1.908  -0.298  -0.30
C  -2.399  0.540  -0.355  2.35
C  -1.633  -0.098  -1.523  -3.18
O  -1.898  -1.466  -1.642  -0.13
C  -1.114  -2.120  -2.622  -1.09
C  -3.911  0.495  -0.652  -1.68
C  -4.393  1.236  -1.907  -0.57
O  -5.696  1.772  -1.678  -0.55
C  -4.514  0.375  -3.189  0.65
F  -4.373  -0.936  -2.968  -0.29
F  -5.699  0.539  -3.802  -0.26
F  -3.568  0.736  -4.089  -0.31
C  -2.039  -0.222  0.991  0.88
C  -2.097  0.689  2.231  -0.92
C  -3.441  1.185  2.686  -0.35
O  -4.478  0.625  2.717  -0.41
Br  -3.362  3.008  3.456  -0.17
C  -2.917  -1.479  1.218  -1.40
C  -2.544  -2.263  2.458  -0.55
C  -1.460  -3.142  2.429  0.02
C  -1.106  -3.887  3.544  -0.80
C  -1.839  -3.779  4.721  -0.51
C  -2.919  -2.911  4.764  -0.92
C  -3.271  -2.166  3.643  -0.23
O  -0.727  -0.781  0.868  -0.31
C  0.442  -0.032  1.193  0.91
C  0.894  -0.264  2.659  -0.93
C  1.072  1.038  3.484  -1.01
C  0.543  0.908  4.906  -0.42
Cl  0.166  2.530  5.595  -0.22
C  1.542  -0.481  0.222  -1.53
C  2.551  0.624  -0.074  -0.30
C  3.748  0.093  -0.864  -0.70
C  4.780  1.175  -1.217  -0.61
C  5.456  0.964  -2.567  -0.65
O  6.666  0.216  -2.336  -0.19
C  7.629  0.345  -3.266  0.63
C  9.007  0.096  -2.725  -0.72
O  7.401  0.639  -4.412  -0.59
H  -3.558  2.798  0.597  0.34
H  -2.130  3.800  0.569  0.31
H  -3.047  3.575  -0.902  0.37
H  -1.334  2.104  -1.153  0.50
H  -1.924  0.420  -2.448  0.72
H  -0.565  0.103  -1.392  1.08
H  -1.724  -2.334  -3.503  0.25
H  -0.723  -3.044  -2.199  0.29
H  -0.267  -1.505  -2.939  0.44
H  -4.455  0.952  0.175  0.53
H  -4.274  -0.528  -0.691  1.05
H  -3.735  2.066  -2.162  0.42
H  -5.574  2.593  -1.191  0.37
H  -1.721  0.099  3.071  0.27
H  -1.442  1.551  2.152  0.95
H  -3.975  -1.240  1.238  0.79
H  -2.750  -2.131  0.362  0.90
H  -0.883  -3.240  1.519  0.36
H  -0.268  -4.570  3.496  0.42
H  -1.573  -4.373  5.585  0.42
H  -3.510  -2.826  5.667  0.42
H  -4.131  -1.513  3.705  0.49
H  0.317  1.042  1.035  0.23
H  0.136  -0.872  3.155  0.11
H  1.847  -0.789  2.674  0.72
H  0.612  1.898  2.998  0.36
H  2.138  1.270  3.549  0.60
H  -0.390  0.352  4.946  0.10
H  1.280  0.486  5.580  0.46
H  1.101  -0.865  -0.700  0.31
H  2.094  -1.326  0.646  0.60
H  2.922  1.015  0.881  0.12
H  2.077  1.427  -0.645  0.35
H  4.233  -0.691  -0.277  0.29
H  3.363  -0.390  -1.768  0.29
H  5.585  1.104  -0.483  0.25
H  4.336  2.170  -1.180  0.48
H  4.819  0.399  -3.251  0.34
H  5.705  1.899  -3.067  0.45
H  9.536  -0.568  -3.405  0.30
H  9.537  1.049  -2.690  0.28
H  8.987  -0.321  -1.720  0.06
N  9.556  -3.148  0.894  -0.39
C  9.619  -1.785  0.804  0.67
N  10.847  -1.237  1.057  -0.40
O  8.650  -1.106  0.515  -0.63
H  10.340  -3.726  1.129  0.16
H  8.669  -3.578  0.712  0.22
H  10.923  -0.239  1.001  0.22
H  11.657  -1.777  1.294  0.16
N  -9.024  1.492  -3.355  -0.32
C  -9.621  2.232  -4.336  0.59
N  -8.794  2.591  -5.370  -0.32
O  -10.795  2.552  -4.301  -0.66
H  -8.055  1.232  -3.367  0.19
H  -9.595  1.212  -2.581  0.17
H  -9.196  3.134  -6.110  0.20
H  -7.826  2.336  -5.416  0.16

---

2.
ORCA calculation (ωB97M-V with the def2-TZVPD basis set) on C30H50ClF5P2Si2Zr as an isolated structure.

Computed properties:
Kohn-Sham gap ... 7.218 eV
HOMO energy ... -7.5 eV

Each line ends with the Mulliken charge.
CARTESIAN COORDINATES (ANGSTROEM)
Zr  -0.070  0.002  0.106  -1.96
C  1.859  -0.136  -1.554  0.04
C  1.078  -1.329  -1.649  -0.70
C  -0.174  -0.893  -2.251  0.43
Si  1.645  -3.104  -1.432  -0.27
C  -0.167  0.495  -2.361  0.30
C  1.082  1.025  -1.855  -0.49
Si  1.649  2.813  -1.960  -0.25
H  2.942  -0.133  -1.459  0.53
H  -0.942  -1.558  -2.611  0.56
H  -0.950  1.102  -2.819  0.46
Cl  -1.848  0.201  1.931  -0.61
C  3.502  2.888  -1.738  -1.13
C  1.160  3.483  -3.637  -1.24
C  3.499  -3.136  -1.200  -1.14
C  1.164  -4.052  -2.968  -1.21
H  1.710  2.923  -4.403  0.33
H  1.345  4.548  -3.822  0.36
H  0.093  3.295  -3.803  0.34
H  3.791  2.541  -0.737  0.25
H  3.889  3.906  -1.868  0.38
H  4.012  2.249  -2.475  0.34
H  1.681  -3.606  -3.826  0.33
H  0.088  -3.937  -3.140  0.34
H  1.395  -5.124  -2.973  0.36
H  4.003  -2.639  -2.045  0.35
H  3.891  -4.161  -1.146  0.38
H  3.794  -2.612  -0.280  0.25
C  0.738  3.776  -0.637  -1.14
C  0.735  -3.839  0.032  -1.15
P  -0.764  2.868  -0.082  2.01
H  0.495  4.753  -1.083  0.72
H  1.351  3.938  0.263  0.38
P  -0.769  -2.836  0.415  2.10
H  1.369  -3.850  0.934  0.37
H  0.473  -4.871  -0.231  0.73
C  -1.344  -3.367  2.116  0.44
C  -2.009  -3.751  -0.607  1.08
C  -2.027  3.612  -1.236  1.04
C  -1.294  3.693  1.514  0.41
C  -0.968  2.795  2.692  -1.27
H  -2.388  3.832  1.417  0.54
C  -0.623  5.021  1.776  -1.69
H  0.447  4.867  1.966  0.24
H  -1.066  5.454  2.687  0.50
H  -0.725  5.760  0.974  0.33
H  -1.560  1.863  2.603  0.10
H  -1.289  3.268  3.634  0.53
H  0.090  2.499  2.713  0.10
H  -1.590  3.243  -2.191  -0.55
C  -2.144  5.154  -1.366  -1.59
C  -3.428  2.997  -1.095  -1.11
H  -1.247  5.640  -1.774  0.31
H  -2.416  5.655  -0.421  0.26
H  -2.961  5.339  -2.082  0.49
H  -3.466  2.001  -1.566  0.35
H  -4.150  3.621  -1.631  0.48
H  -3.757  2.921  -0.042  0.17
H  -1.575  -3.548  -1.614  -0.61
C  -3.428  -3.142  -0.586  -1.14
C  -2.134  -5.304  -0.482  -1.62
H  -1.226  -5.850  -0.780  0.31
H  -2.938  -5.612  -1.178  0.49
H  -2.429  -5.632  0.531  0.28
H  -3.471  -2.236  -1.215  0.37
H  -3.768  -2.902  0.440  0.18
H  -4.140  -3.855  -1.024  0.48
C  -1.038  -2.290  3.137  -1.36
C  -0.668  -4.627  2.607  -1.68
H  -2.433  -3.525  2.026  0.53
H  0.400  -4.433  2.759  0.24
H  -0.765  -5.493  1.944  0.33
H  -1.105  -4.898  3.581  0.50
H  0.021  -1.997  3.119  0.12
H  -1.362  -2.608  4.144  0.52
H  -1.629  -1.391  2.892  0.17
C  -2.310  -0.082  -0.810  -2.81
H  -2.537  -0.156  -1.871  0.53
H  -2.707  -0.972  -0.346  0.86
H  -2.698  0.876  -0.486  0.87
F  2.158  -2.252  1.996  -0.18
C  2.422  -0.965  2.399  -0.72
C  1.791  0.117  1.774  2.13
C  2.444  1.318  2.146  -0.61
F  2.222  2.481  1.471  -0.19
C  3.462  1.457  3.079  -0.08
F  3.960  2.675  3.354  -0.31
C  4.035  0.309  3.661  0.73
F  5.171  0.397  4.401  -0.30
C  3.466  -0.920  3.348  -0.23
F  3.970  -2.044  3.868  -0.31

---

3.
ORCA calculation (ωB97M-V with the def2-TZVPD basis set) on C30H50O30 as an isolated structure.

Computed properties:
Kohn-Sham gap ... 8.197 eV
HOMO energy ... -8.4 eV

Each line ends with the Mulliken charge.
CARTESIAN COORDINATES (ANGSTROEM)
C  12.346  -17.955  -2.289  0.26
C  10.906  -18.084  -2.679  0.72
O  10.412  -18.861  -1.580  -0.47
C  11.335  -18.829  -0.519  0.42
O  11.226  -19.540  0.525  -0.68
O  12.424  -18.160  -0.916  -0.40
H  12.733  -16.972  -2.558  -0.21
H  12.972  -18.778  -2.635  0.05
H  10.644  -18.567  -3.620  0.24
H  10.403  -17.124  -2.566  -0.07
C  17.303  -12.249  -3.065  -0.24
C  15.864  -12.133  -2.679  -0.18
O  15.525  -13.526  -2.836  -0.03
C  16.601  -14.342  -2.844  0.40
O  16.648  -15.532  -2.836  -0.37
O  17.716  -13.576  -2.806  -0.40
H  17.892  -11.584  -2.433  0.59
H  17.372  -11.820  -4.065  -0.06
H  15.298  -11.445  -3.308  -0.14
H  15.755  -11.681  -1.694  0.57
C  14.221  -13.680  -4.935  -0.01
C  13.411  -12.682  -4.117  -1.40
O  12.349  -13.478  -3.598  -0.29
C  12.685  -14.748  -3.634  -1.57
O  12.184  -15.738  -3.155  0.15
O  13.851  -14.862  -4.345  0.67
H  15.271  -13.406  -4.838  0.17
H  13.947  -13.711  -5.990  0.16
H  12.921  -11.923  -4.727  0.40
H  14.002  -12.286  -3.291  1.19
C  13.510  -8.944  -7.494  -0.77
C  13.011  -10.307  -8.036  -0.43
O  13.541  -11.229  -7.131  1.01
C  13.898  -10.599  -6.033  -0.07
O  14.156  -11.152  -4.970  -0.29
O  13.900  -9.260  -6.186  -0.49
H  12.715  -8.200  -7.513  0.37
H  14.302  -8.435  -8.044  0.27
H  13.506  -10.419  -9.001  -0.29
H  11.934  -10.221  -8.179  0.86
C  13.433  -17.944  -7.070  -0.83
C  12.369  -16.905  -7.375  -0.27
O  12.013  -16.484  -6.080  -0.15
C  12.461  -17.373  -5.176  0.35
O  12.273  -17.277  -3.952  -0.24
O  13.144  -18.363  -5.767  -0.42
H  14.475  -17.622  -7.060  0.58
H  13.260  -18.784  -7.743  0.44
H  11.601  -17.458  -7.916  0.50
H  12.710  -16.056  -7.966  -0.04
C  10.270  -14.815  -3.942  -0.31
O  9.496  -16.009  -4.070  0.16
C  8.189  -15.969  -4.417  0.53
O  7.483  -14.922  -4.472  -0.63
O  7.742  -17.224  -4.815  -0.24
C  6.459  -17.369  -5.371  -0.76
H  9.901  -14.212  -3.113  0.50
H  10.303  -14.133  -4.791  0.67
H  11.305  -15.125  -3.803  -0.64
H  6.471  -18.246  -6.019  0.23
H  6.057  -16.542  -5.956  0.32
H  5.834  -17.587  -4.505  0.32
C  19.714  -15.169  -4.620  -0.66
O  18.574  -15.805  -5.158  -0.44
C  17.420  -15.071  -5.471  0.25
O  17.229  -13.874  -5.283  -0.21
O  16.492  -15.984  -5.859  -0.48
C  15.105  -15.548  -5.870  1.09
H  20.571  -15.690  -5.049  0.34
H  19.822  -15.411  -3.563  0.22
H  19.736  -14.087  -4.747  0.26
H  14.676  -15.371  -4.884  0.68
H  14.535  -16.296  -6.420  -1.10
H  15.111  -14.610  -6.426  0.00
C  16.034  -10.738  -10.183  -0.82
O  15.821  -11.646  -9.206  -0.29
C  16.279  -11.382  -7.985  0.59
O  16.947  -10.360  -7.723  -0.65
O  15.932  -12.327  -7.091  -0.40
C  16.332  -12.193  -5.720  -1.20
H  17.014  -10.273  -10.294  0.38
H  15.333  -9.916  -10.035  0.24
H  15.712  -11.050  -11.176  0.32
H  17.403  -12.186  -5.518  1.01
H  15.717  -12.925  -5.196  -0.46
H  15.956  -11.258  -5.302  0.64
C  11.266  -14.117  -5.684  -0.27
O  11.182  -13.245  -6.849  -0.64
C  12.168  -13.139  -7.722  0.43
O  13.048  -13.949  -7.837  -0.61
O  11.853  -12.094  -8.639  -0.40
C  12.713  -11.854  -9.748  -1.04
H  12.095  -14.824  -5.714  0.65
H  10.284  -14.589  -5.657  0.51
H  11.366  -13.645  -4.707  0.81
H  12.504  -12.514  -10.590  0.39
H  13.781  -11.950  -9.550  0.42
H  12.538  -10.867  -10.175  0.42
C  15.401  -19.969  0.257  -0.78
O  14.734  -19.175  -0.711  -0.20
C  14.964  -17.858  -0.835  0.67
O  15.272  -17.071  0.098  -0.69
O  14.574  -17.397  -2.003  -0.13
C  14.679  -16.014  -2.336  -0.56
H  16.422  -19.593  0.317  0.32
H  15.461  -21.019  -0.029  0.25
H  14.874  -19.911  1.209  0.30
H  15.102  -16.021  -3.340  -0.45
H  15.293  -15.359  -1.719  0.79
H  13.683  -15.572  -2.380  0.78